DFT (ωB97M-V/def2-TZVPD) results for a cluster of 3 separate species, C4H17N2O2 in total.

XYZ file:
```
25
Properties=species:S:1:pos:R:3
O 0.2202 3.4544 0.8554
O 0.5661 -3.1360 -1.8334
N 1.3283 -0.4286 -1.2073
N -1.4678 0.4689 0.8975
C 0.6907 -0.0230 0.2086
C -2.5903 0.8496 -0.0023
C -0.7164 -0.6536 0.3501
C 1.7542 -0.4559 1.1860
H 0.7604 -1.2298 -1.4979
H -0.2098 -3.6539 -1.6809
H -3.5337 0.3389 0.2032
H 1.3063 -0.6512 2.1686
H -1.0476 -1.1131 -0.5863
H -1.9476 0.3215 1.7721
H 2.5819 0.2427 1.3032
H -2.7198 1.9334 0.0756
H 1.0948 0.3128 -1.8821
H 2.1975 -1.4413 1.0078
H 0.6362 1.0655 0.2371
H 2.3252 -0.5319 -1.1966
H -0.6580 -1.5513 0.9814
H 0.4641 3.1286 1.7303
H -2.3728 0.6963 -1.0581
H 0.0882 4.4081 0.8251
H 0.8606 -3.4275 -2.6988
```

HOMO energy	-12.60	eV
Kohn-Sham gap	9.69	eV
energy relative to the best compared isomer or geometry (same formula, charge and spin)	42.62	kcal/mol
total charge	+1
calculated total energy	-11492.0426	eV



DFT (ωB97M-V/def2-TZVPD) results for a cluster of 3 separate species, C4H17N2O2 in total.

XYZ file:
```
25
Properties=species:S:1:pos:R:3
O 2.0421 2.1743 1.2460
O -2.2673 2.3099 -0.5959
N -0.0460 0.8815 0.1380
N 2.2370 -1.0881 1.2059
C -1.4111 -2.1773 -1.7786
C 0.1243 -0.4935 -0.3978
C 0.8179 -1.3312 0.6470
C -1.3955 -1.1279 -0.7346
H -0.6399 -3.0030 -1.7407
H 0.9736 -2.3373 0.1911
H 2.5874 1.4200 1.4913
H -2.1024 -0.2084 -0.9447
H -1.8214 -1.4415 0.1766
H -2.4671 2.7095 0.1590
H 0.2825 -1.4434 1.6721
H 0.8810 -0.4907 -1.2283
H -0.4547 1.5853 -0.6053
H -2.2306 -2.8479 -2.0908
H 0.7154 1.2885 0.8350
H -2.9443 2.3923 -1.2713
H -1.3493 -1.6919 -2.8301
H -0.9999 0.8124 0.6963
H 2.4196 -1.8685 1.8115
H 1.8178 2.4942 2.1101
H 2.9822 -1.0180 0.5444
```

HOMO energy	-13.18	eV
Kohn-Sham gap	10.28	eV
energy relative to the best compared isomer or geometry (same formula, charge and spin)	63.16	kcal/mol
total charge	+1
calculated total energy	-11491.1518	eV



DFT (ωB97M-V/def2-TZVPD) results for a cluster of 3 separate species, C4H17N2O2 in total.

XYZ file:
```
25
Properties=species:S:1:pos:R:3
O 1.1211 2.8241 -1.5394
O -0.5110 -3.3857 0.4374
N -0.7252 1.4389 1.1756
N -0.5058 -0.9880 -1.0091
C 0.5583 -0.1181 -0.4046
C 0.2490 0.4366 0.9982
C 1.9076 -0.8341 -0.3623
C -2.1384 1.1060 1.0477
H -2.2679 0.1748 0.5379
H -0.0163 -0.4428 1.6128
H -1.2060 -3.6284 1.0470
H 2.7086 -0.1326 -0.2036
H -0.1926 -1.1463 -1.9497
H 1.8626 -1.5556 0.4541
H 1.1812 0.7720 1.4531
H -0.4749 2.2741 0.6775
H -0.5218 -1.8556 -0.4568
H -1.4307 -0.5641 -0.9975
H -2.6557 1.8645 0.4719
H 1.2097 3.1169 -2.4545
H 0.3633 -3.6525 0.7427
H 2.1241 -1.3801 -1.2836
H -2.6557 1.0347 2.0037
H 0.6997 0.7661 -1.0236
H 2.0055 2.8160 -1.1537
```

HOMO energy	-12.17	eV
Kohn-Sham gap	9.22	eV
energy relative to the best compared isomer or geometry (same formula, charge and spin)	28.64	kcal/mol
total charge	+1
calculated total energy	-11492.6488	eV